Entry 1:
The following is a DFT calculation (ωB97M-V/def2-TZVPD) of a single C20H21N3O2 molecule.

Summary:
total charge: 0
multiplicity: 1
structure (SMILES): COc1ccccc1/N=C/c1c(C)[nH]n(-c2ccc(C)cc2C)c1=O
energy above the lowest of the compared OMol25 structures with the same formula, charge and spin: 65.9 kcal/mol
highest occupied orbital energy: -7.60 eV
molar mass: 335.41 g/mol

```
46
Properties=species:S:1:pos:R:3:forces:R:3:lowdin_charge:R:1
C -0.7463 3.7753 -3.4938 -0.1 0.3 0.0 -0.086
H -1.1395 4.1094 -2.5346 0.0 0.0 -0.1 0.095
O -0.3168 2.4552 -3.2854 0.2 -0.4 -0.1 -0.097
C 0.1550 1.7427 -4.3532 0.0 -0.2 0.1 -0.210
C 0.3534 2.2709 -5.6194 0.0 0.2 0.1 -0.032
C 0.8191 1.4745 -6.6547 0.0 -0.1 0.0 -0.098
C 1.0688 0.1320 -6.4426 0.1 0.0 -0.2 -0.104
C 0.8516 -0.4134 -5.1918 0.0 0.2 0.2 -0.027
C 0.4143 0.3710 -4.1275 0.2 0.5 -0.6 -0.212
N 0.1489 -0.2610 -2.9327 -0.3 -0.5 0.7 0.099
C 0.4420 0.2185 -1.7898 0.3 0.2 -0.4 -0.060
C 0.0644 -0.4415 -0.5762 -0.3 -0.4 0.5 -0.064
C -0.6711 -1.5936 -0.4056 0.3 0.3 0.2 -0.215
N -0.7449 -1.8635 0.9157 0.0 -0.2 -0.2 0.114
N -0.1636 -0.8360 1.6345 -0.3 0.1 -0.2 0.026
C 0.4354 0.0543 0.7396 -0.2 -0.2 -0.1 -0.388
O 1.1174 1.0049 1.0691 0.3 0.2 0.0 0.052
C 0.0136 -0.9696 3.0228 0.2 -0.2 0.5 -0.157
C 0.4128 -2.2003 3.5341 0.0 0.1 -0.1 -0.014
C 0.5868 -2.3702 4.8933 -0.1 0.1 0.0 -0.048
C 0.3725 -1.3117 5.7660 0.0 0.0 0.0 -0.276
C -0.0366 -0.0929 5.2415 0.1 -0.2 -0.1 0.000
C -0.2371 0.1045 3.8832 0.0 0.0 -0.2 -0.186
C -0.7225 1.4171 3.3625 0.1 0.1 0.0 -0.033
H 0.0480 1.8763 2.7435 -0.1 0.1 0.0 0.071
H -0.9721 2.0883 4.1796 -0.1 0.0 0.1 0.078
H -1.6024 1.2776 2.7344 -0.1 0.0 -0.1 0.091
H -0.2183 0.7319 5.9161 0.0 0.1 0.1 0.119
C 0.5920 -1.4705 7.2392 0.1 0.0 0.0 -0.051
H 1.5872 -1.1134 7.5056 0.0 0.0 0.1 0.085
H -0.1335 -0.8893 7.8041 0.0 0.0 0.1 0.078
H 0.5171 -2.5143 7.5342 0.0 0.0 0.1 0.075
H 0.9015 -3.3300 5.2756 0.0 -0.1 0.0 0.110
H 0.6041 -3.0212 2.8573 0.0 0.0 -0.1 0.111
H -1.3806 -2.4969 1.3748 0.0 0.2 0.0 0.172
C -1.2854 -2.4812 -1.4194 -0.1 0.0 0.0 0.000
H -0.8213 -3.4665 -1.3941 0.0 -0.1 0.0 0.091
H -2.3520 -2.6017 -1.2333 -0.1 0.0 0.0 0.087
H -1.1276 -2.0352 -2.3976 -0.1 -0.1 0.0 0.065
H 1.0177 1.1353 -1.6431 -0.1 0.0 -0.1 0.141
H 1.0368 -1.4603 -5.0049 -0.1 -0.1 0.0 0.109
H 1.4247 -0.4908 -7.2495 0.0 0.0 -0.1 0.098
H 0.9791 1.9134 -7.6283 0.0 0.0 -0.1 0.100
H 0.1613 3.3154 -5.8106 0.0 0.1 0.0 0.100
H -1.5370 3.8289 -4.2500 0.0 0.0 0.0 0.097
H 0.0828 4.4278 -3.7882 -0.1 0.0 0.0 0.095
```
Positions in Å, forces in eV/Å.



Entry 2:
The following is a DFT calculation (ωB97M-V/def2-TZVPD) of a molecular structure, C21H19Br2ClF4IrN3O5 at a distorted geometry.

Summary:
total charge: +1
multiplicity: 2
energy above the lowest of the compared OMol25 structures with the same formula, charge and spin: 41.0 kcal/mol
highest occupied orbital energy (spin up / spin down): -10.41 / -10.61 eV
molar mass: 856.87 g/mol

```
56
Properties=species:S:1:pos:R:3:forces:R:3:lowdin_charge:R:1
Ir -0.2118 0.5821 0.4653 2.2 -0.9 -5.9 1.480
C 0.6468 0.4124 6.9340 -0.3 0.0 -0.4 -0.025
C -1.3006 -2.7761 2.1622 0.0 0.3 1.5 0.173
N -0.7264 -2.8308 1.0565 0.4 0.2 -1.0 -0.140
C -2.3323 -3.5937 -0.4692 -0.1 0.0 -0.1 -0.176
C -3.0157 -3.1016 -1.7248 0.0 0.0 0.0 -0.040
C 0.7137 -3.0394 0.8507 0.1 0.1 -0.1 -0.060
C 1.3280 -1.9967 -0.0807 0.0 -0.2 0.0 -0.194
N 1.3588 -0.6026 0.3503 0.0 0.3 0.8 -0.218
C 2.5578 0.0603 -0.0350 0.0 0.0 -0.1 -0.170
C 3.1713 1.0421 0.7494 -0.1 -0.1 0.0 -0.153
F 2.6805 1.3658 1.9552 -0.3 -0.1 0.2 0.065
C 4.3096 1.7125 0.3448 0.0 0.0 -0.1 -0.206
F 4.8276 2.6303 1.1622 0.0 0.0 0.0 0.114
C 4.9116 1.4408 -0.8643 0.0 0.0 0.0 0.101
C 4.3326 0.4702 -1.6517 0.0 0.0 0.0 -0.215
F 4.8641 0.1670 -2.8376 0.0 0.0 0.0 0.103
C 3.1892 -0.1987 -1.2588 0.0 0.1 0.1 -0.183
F 2.6957 -1.1129 -2.1018 0.0 0.0 -0.1 0.072
H 0.1762 1.1958 7.5731 0.2 0.0 0.2 0.002
H 1.0719 0.6359 3.4055 0.4 -0.1 0.1 -0.026
H 2.1315 0.6750 8.1465 -0.1 -0.1 -0.1 0.113
H -2.3154 -2.4126 2.2164 -0.2 -0.3 0.1 0.146
H -0.6775 -3.0005 3.0225 -0.2 0.0 0.2 0.121
H -3.0393 -3.7751 0.3422 0.0 0.0 0.0 0.120
H -1.7382 -4.4931 -0.6413 0.1 0.1 0.0 0.130
H -3.8911 -2.4989 -1.4929 0.0 0.0 0.0 0.086
H -3.3255 -3.9459 -2.3373 0.0 0.0 0.0 0.091
H -2.3193 -2.4989 -2.3074 0.0 -0.1 -0.1 0.089
H 0.8169 -4.0030 0.3481 0.0 0.0 0.1 0.150
H 1.1755 -3.0491 1.8386 0.0 0.0 0.0 0.110
H 0.8834 -2.1085 -1.0732 0.0 0.1 0.1 0.123
H 2.3584 -2.3515 -0.1565 0.0 0.0 -0.1 0.142
H 5.8029 1.9635 -1.1790 0.0 0.0 0.0 0.148
Br 1.5762 1.1467 -4.3528 0.1 -0.1 0.0 0.876
C -0.0078 1.7974 -3.5922 -0.1 0.1 0.0 -0.589
C -0.8641 2.6011 -4.3781 0.0 0.0 0.0 -0.147
C -2.0238 3.1174 -3.8771 0.0 0.0 0.0 -0.621
Br -3.1283 4.1754 -4.9811 0.0 0.0 0.0 0.819
C -2.3999 2.8686 -2.5326 0.0 0.0 0.0 -0.176
C -3.5539 3.3417 -1.8773 0.0 0.0 0.0 0.005
C -3.7624 3.0231 -0.5621 0.0 0.0 0.0 -0.014
C -2.8272 2.2373 0.1241 0.0 0.1 -0.1 -0.090
N -1.7493 1.7734 -0.4750 0.0 -0.2 0.3 -0.024
C -1.5277 2.0683 -1.7781 0.1 0.0 -0.1 -0.147
C -0.3355 1.5097 -2.2907 -0.1 0.0 0.2 -0.368
O 0.3564 0.7624 -1.4479 0.1 0.1 -0.5 -0.255
H -0.5822 2.8055 -5.4015 0.0 0.0 0.0 0.103
H -4.2603 3.9575 -2.4172 0.0 0.0 0.0 0.095
H -4.6334 3.3800 -0.0323 0.0 0.0 0.0 0.118
H -2.9368 1.9995 1.1715 0.0 0.0 0.0 0.107
O -1.0281 1.0745 1.7941 -1.7 0.8 4.4 -0.552
Cl 0.5769 -0.5700 3.2636 -0.7 0.0 0.7 0.816
O 1.8436 0.1671 7.3616 0.2 0.1 0.3 -0.044
O 1.5860 -1.6874 3.6305 0.3 -0.1 -0.1 -0.684
O -1.4293 -2.5131 -0.0612 -0.2 0.0 -0.4 -0.095
```
Positions in Å, forces in eV/Å.



Entry 3:
The following is a DFT calculation (ωB97M-V/def2-TZVPD) of a single C5H10ClNO2S molecule at a distorted geometry.

Summary:
total charge: 0
multiplicity: 1
structure (SMILES): C=C[C@@H]([C@H](C)Cl)S(N)(=O)=O
energy above the lowest of the compared OMol25 structures with the same formula, charge and spin: 0.0 kcal/mol
highest occupied orbital energy: -10.16 eV
molar mass: 183.66 g/mol

```
20
Properties=species:S:1:pos:R:3:forces:R:3:lowdin_charge:R:1
C 0.7822 -2.5680 0.0138 -0.3 2.2 -3.6 0.013
C 0.2139 -1.4421 -0.5259 1.3 -0.5 4.2 -0.124
C 1.0145 1.6585 -1.1135 -0.2 -0.7 1.1 -0.104
C 0.1841 -0.1673 0.4788 -1.4 -0.6 -1.5 -0.368
C 1.1849 0.9596 0.2225 0.9 -0.5 1.2 -0.759
N -2.6015 -0.0988 0.9209 -0.2 1.8 3.0 -0.067
O -1.4325 2.0543 0.6266 0.2 -0.8 0.3 -0.289
O -1.6354 0.4493 -1.2319 -0.6 -0.2 -2.0 -0.290
S -1.4025 0.6983 0.1340 -1.0 -0.4 2.1 0.552
Cl 2.8135 0.2447 0.5018 0.5 -0.1 -0.3 0.607
H 1.1114 -3.2719 -0.7853 -0.6 -0.2 1.3 0.077
H 1.2249 -2.5110 0.9708 0.4 -0.4 0.9 0.036
H -0.2393 -1.4712 -1.4859 0.0 0.6 -0.7 0.082
H -0.0717 1.8963 -0.9963 1.7 1.5 -1.2 0.046
H 1.0959 0.9717 -1.9640 0.2 0.1 0.2 0.094
H 1.8106 2.4187 -1.1020 -0.9 0.2 -0.6 0.094
H 0.2174 -0.5149 1.5277 0.0 0.2 -0.6 0.125
H 1.1473 1.6780 1.0847 -0.4 -0.5 -1.1 0.111
H -2.7198 -1.0522 0.7540 0.0 -1.7 -0.8 0.044
H -2.6979 0.0679 1.9690 0.4 0.1 -2.0 0.120
```
Positions in Å, forces in eV/Å.



Entry 4:
The following is a DFT calculation (ωB97M-V/def2-TZVPD) of a molecular structure, C14H26MnN2OS2 at a distorted geometry.

Summary:
total charge: +2
multiplicity: 6
energy above the lowest of the compared OMol25 structures with the same formula, charge and spin: 13.7 kcal/mol
highest occupied orbital energy (spin up / spin down): -15.15 / -15.70 eV
molar mass: 357.45 g/mol

```
46
Properties=species:S:1:pos:R:3:forces:R:3:lowdin_charge:R:1
Mn -0.1228 0.5079 -0.1828 0.1 -0.9 0.5 0.685
S -1.9277 -0.8264 -1.3638 0.0 -0.3 -0.3 0.863
S 2.3165 0.0593 0.4203 0.4 -0.4 0.1 0.862
C -1.5270 -2.6144 -1.3493 0.0 0.1 0.1 -0.317
C -1.3926 -0.3467 -3.0384 -0.2 -0.2 0.0 -0.426
C 0.0897 -0.4923 -3.2806 0.1 0.4 0.1 -0.250
N 0.8497 0.2860 -2.2640 0.6 -0.3 -0.2 -0.151
C 2.3079 -0.0882 -2.3428 -0.5 0.3 -0.2 -0.237
C 3.0576 0.5028 -1.1627 0.1 -0.1 -0.3 -0.439
H -1.6920 0.6991 -3.1618 -0.2 -0.2 0.0 0.085
H -1.9523 -0.9683 -3.7340 -0.1 0.2 -0.2 0.098
H 0.3347 -0.1155 -4.2798 -0.1 -0.2 0.0 0.142
H 0.4019 -1.5425 -3.2488 0.0 0.3 0.2 0.121
H 2.7281 0.2922 -3.2926 -0.1 -0.2 0.4 0.145
H 2.3951 -1.1870 -2.3684 -0.2 0.5 0.1 0.119
H 3.0755 1.5936 -1.2379 0.1 -0.1 0.2 0.089
H 4.0794 0.1194 -1.1562 0.0 0.3 0.0 0.098
C 2.6917 -1.7349 0.3807 -0.1 0.0 0.2 -0.315
H 0.7741 1.2832 -2.4948 0.2 -0.4 -0.3 0.100
H 2.1397 -2.2707 -0.4037 0.2 0.2 0.2 0.041
H 2.4161 -2.1483 1.3584 0.2 0.1 -0.3 0.045
H 3.7753 -1.8394 0.2249 -0.4 0.0 0.1 0.068
H -1.8726 -3.0098 -0.3878 0.0 0.1 -0.3 0.043
H -0.4549 -2.8158 -1.4422 -0.2 0.1 -0.1 0.039
H -2.0784 -3.0944 -2.1647 0.1 0.1 0.2 0.066
C -0.2642 3.3062 -1.0511 -0.8 1.4 0.8 -0.056
C -0.8831 3.9751 -0.0133 0.6 0.2 -1.9 -0.036
H -0.8402 2.8636 -1.8885 0.0 0.2 0.8 0.069
H 0.8151 3.3917 -1.2750 -0.5 0.0 0.6 0.078
H -1.9742 4.0737 0.1039 0.4 -0.5 -0.5 0.102
H -0.3759 4.6146 0.7239 0.4 -0.5 -0.5 0.102
O -0.9269 1.7045 1.3424 0.1 1.0 -0.2 -0.185
C -1.2918 1.2878 2.6559 -0.3 0.6 0.3 -0.128
C -1.0944 -0.1761 2.7605 0.3 -0.7 0.1 -0.246
C -1.3606 -0.8107 3.9715 0.1 0.1 -0.5 0.024
C -1.1367 -2.1801 4.0739 -0.1 0.3 0.1 0.000
C -0.6549 -2.8511 2.9571 0.2 0.2 -0.7 -0.013
C -0.3748 -2.1163 1.8075 -0.1 -0.6 0.1 -0.147
N -0.5986 -0.8073 1.6870 0.0 0.3 0.3 0.025
H -0.8753 2.6947 1.1783 -0.2 -1.6 0.7 0.050
H -0.6778 1.7827 3.4144 0.0 0.1 -0.2 0.153
H -2.3381 1.5333 2.8591 0.0 0.1 -0.1 0.152
H -1.7294 -0.1664 4.7633 0.0 -0.4 0.2 0.137
H -1.3143 -2.7115 5.0010 -0.1 0.1 -0.1 0.131
H -0.5049 -3.9239 2.9250 0.1 0.1 0.2 0.125
H 0.0353 -2.5906 0.9177 -0.1 -0.1 0.3 0.091
```
Positions in Å, forces in eV/Å.



Entry 5:
The following is a DFT calculation (ωB97M-V/def2-TZVPD) of a single C5H7NO molecule at a distorted geometry.

Summary:
total charge: 0
multiplicity: 1
structure (SMILES): C=C1OC[C@@H]2N[C@H]12
energy above the lowest of the compared OMol25 structures with the same formula, charge and spin: 125.3 kcal/mol
highest occupied orbital energy: -8.67 eV
molar mass: 97.12 g/mol

```
14
Properties=species:S:1:pos:R:3:forces:R:3:lowdin_charge:R:1
C -2.2309 -0.3491 0.1914 2.3 -1.4 -2.0 0.072
C -0.8904 -0.0800 -0.2342 -6.7 -0.6 1.2 -0.417
C 0.6705 1.3552 0.3431 3.9 -1.6 -4.3 -0.096
C 1.2064 -0.1515 0.5430 2.0 2.3 4.3 -0.284
C 0.0980 -1.0042 0.1634 2.7 -1.6 -0.7 -0.218
H -3.0976 0.4505 0.3299 2.0 -2.2 -0.6 0.088
H -2.2926 -1.6300 0.1214 -0.7 4.1 0.8 0.131
H 1.3032 2.0659 -0.3795 -0.6 -1.3 2.6 0.172
H 0.5662 1.5747 1.3723 -1.4 1.4 0.8 0.096
H 1.6478 -0.2695 1.7416 -0.6 0.0 -3.8 0.200
H 1.4402 -0.6239 -1.3783 -0.2 2.6 -4.8 0.034
H -0.1255 -1.8949 0.7112 -0.2 -0.2 0.0 0.134
N 1.4806 -1.0105 -0.5420 -1.0 -2.8 5.5 0.138
O -0.3660 1.0973 -0.5956 -1.4 1.3 1.0 -0.050
```
Positions in Å, forces in eV/Å.